Density functional theory data (wB97M-V/def2-TZVPD) for 2 unconnected molecules or ions with the total composition C15H5F4N2O2 at a distorted geometry.

Summary:
Net charge: -1
Energy above the lowest of the compared OMol25 structures with the same formula, charge and spin (eV): 0.451
HOMO-LUMO gap (eV): 4.1247

Element x y z (Å)
F -2.191 1.564 2.195
C -1.041 0.870 2.162
C -1.042 -0.480 2.141
F -2.194 -1.177 2.147
C 0.197 -1.250 2.066
O 0.200 -2.461 1.808
C 1.427 -0.479 2.230
F 2.577 -1.173 2.357
C 1.425 0.869 2.248
F 2.573 1.563 2.362
C 0.196 1.651 2.134
O 0.195 2.879 1.973
C -1.602 -0.930 -0.769
C -1.668 -2.323 -0.591
N -1.782 -3.489 -0.492
C -0.452 -0.309 -1.382
C -0.425 1.092 -1.619
C 0.680 1.669 -2.242
C 1.782 0.882 -2.604
C 1.775 -0.496 -2.349
C 0.682 -1.092 -1.726
C -2.797 -0.219 -0.580
N -3.819 0.341 -0.437
H -1.287 1.698 -1.318
H 0.660 2.736 -2.472
H 2.655 1.349 -3.066
H 2.612 -1.121 -2.663
H 0.668 -2.166 -1.512

Forces on atoms 1 to 2 (eV/Å):
F 0.8 -0.4 -0.1
C -1.1 -0.5 0.3

---

Density functional theory data (wB97M-V/def2-TZVPD) for 2 unconnected molecules or ions with the total composition C5H9NO at a distorted geometry.

Summary:
Net charge: 0
Energy above the lowest of the compared OMol25 structures with the same formula, charge and spin (eV): 1.595
HOMO-LUMO gap (eV): 11.0809

Element x y z (Å)
C 0.556 0.960 0.770
C 0.466 -0.562 0.773
C 1.352 -1.214 -0.300
C -0.945 -1.071 0.610
O -1.922 -0.390 0.388
C -1.935 1.813 -1.742
N -1.650 2.493 -2.631
H 0.343 1.373 -0.222
H 1.564 1.278 1.052
H -0.153 1.400 1.477
H 2.401 -0.963 -0.120
H 1.262 -2.306 -0.291
H 1.084 -0.855 -1.300
H -1.055 -2.173 0.701
H 0.796 -0.948 1.749
H -2.162 1.164 -0.912

Forces on atoms 1 to 2 (eV/Å):
C 0.0 0.1 0.0
C 0.0 0.1 0.0

---

Density functional theory data (wB97M-V/def2-TZVPD) for a molecular structure, C41H41F3IN5OPPmSSe at a distorted geometry.

Summary:
Net charge: 0
Energy above the lowest of the compared OMol25 structures with the same formula, charge and spin (eV): 7.232
HOMO-LUMO gap (spin up / spin down) (eV): 4.3225 / 5.6637
Multiplicity: 5

Element x y z (Å)
Pm -0.600 0.300 1.041
O -2.927 0.029 0.794
C -3.020 -0.873 1.652
C -3.877 -2.017 1.772
C -5.174 -2.088 2.299
C -5.694 -3.324 2.636
C -4.960 -4.495 2.459
C -3.679 -4.443 1.923
C -3.134 -3.219 1.582
P -1.501 -2.766 0.956
C -0.580 -4.344 0.865
C 0.401 -4.557 1.829
C 1.085 -5.764 1.876
C 0.797 -6.757 0.952
C -0.168 -6.543 -0.024
C -0.857 -5.341 -0.069
C -1.841 -2.495 -0.837
C -0.735 -2.407 -1.690
C -0.909 -2.225 -3.054
C -2.185 -2.087 -3.581
C -3.288 -2.160 -2.740
C -3.120 -2.371 -1.379
H -5.740 -1.179 2.459
H -6.693 -3.381 3.050
H -5.380 -5.447 2.755
H -3.100 -5.350 1.791
H 0.626 -3.760 2.528
H 1.849 -5.927 2.627
H 1.324 -7.702 0.992
H -0.380 -7.314 -0.753
H -1.610 -5.172 -0.829
H 0.264 -2.505 -1.276
H -0.046 -2.172 -3.704
H -2.323 -1.939 -4.645
H -4.287 -2.059 -3.145
H -3.992 -2.463 -0.745
I 0.574 1.784 4.003
C -1.077 0.340 3.496
H -1.931 0.826 3.971
H -0.814 -0.515 4.124
C 2.643 4.190 -3.023
N 2.073 2.971 -2.467
C 0.926 2.349 -2.784
S 0.717 0.745 -2.270
N -0.059 2.960 -3.456
C -0.239 4.379 -3.727
H 3.633 4.320 -2.595
H 2.051 5.066 -2.762
H 2.741 4.132 -4.109
H 2.710 2.344 -2.003
H -0.875 2.384 -3.570
H 0.513 4.760 -4.416
H -0.225 4.973 -2.811
H -1.213 4.505 -4.192
F 5.689 4.775 1.037
C 4.527 5.244 0.567
F 4.735 5.614 -0.722
F 4.229 6.362 1.247
C 3.422 4.230 0.642
C 2.125 4.631 0.363
C 1.132 3.667 0.364
N 1.353 2.387 0.649
C 2.604 2.018 0.931
C 3.675 2.898 0.923
H 1.896 5.666 0.150
H 0.119 3.944 0.108
H 2.745 0.967 1.157
H 4.675 2.549 1.141
C 4.894 -1.162 0.876
C 3.797 -2.232 0.960
C 3.912 -2.982 2.295
C 3.940 -3.217 -0.207
C 2.476 -1.585 0.886
C 1.382 -1.047 0.821
H 5.882 -1.629 0.907
H 4.818 -0.468 1.716
H 4.808 -0.597 -0.054
H 4.890 -3.462 2.381
H 3.140 -3.748 2.363
H 3.786 -2.292 3.130
H 4.902 -3.733 -0.154
H 3.879 -2.689 -1.159
H 3.142 -3.961 -0.175
Se -2.278 1.110 -1.460
N -1.631 2.101 -0.151
C -2.321 3.262 -0.151
C -2.217 4.265 0.832
C -2.963 5.407 0.686
C -3.821 5.587 -0.420
C -3.959 4.618 -1.379
C -3.225 3.423 -1.248
N -3.325 2.360 -2.075
H -1.583 4.112 1.698
H -2.906 6.177 1.445
H -4.399 6.499 -0.496
H -4.643 4.733 -2.209

Forces on atoms 1 to 2 (eV/Å):
Pm 0.6 0.5 1.5
O -2.1 -2.0 2.3

---

Density functional theory data (wB97M-V/def2-TZVPD) for 17 unconnected molecules or ions with the total composition C48H84NO39 at a distorted geometry.

Summary:
Net charge: +1
HOMO-LUMO gap (eV): 4.6959

Element x y z (Å)
C 0.457 -2.101 0.578
C 0.235 -0.878 -0.280
C -1.051 -0.077 0.250
C -0.844 0.412 1.666
C 0.251 1.469 1.608
C 1.643 1.010 1.057
N 1.465 0.031 -0.134
O 2.646 -0.227 -0.822
C 2.570 0.478 2.159
C 2.261 2.298 0.422
C -0.103 -1.166 -1.791
H 1.464 -2.517 0.567
H -0.104 -2.936 0.160
H 0.099 -2.078 1.608
H -1.896 -0.761 0.319
H -1.286 0.735 -0.439
H -0.445 -0.219 2.460
H -1.760 0.903 1.994
H 0.347 1.801 2.642
H -0.192 2.271 1.018
H 2.090 -0.312 2.737
H 2.734 1.321 2.830
H 3.541 0.060 1.891
H 2.431 3.133 1.101
H 1.779 2.621 -0.500
H 3.293 2.049 0.176
H -1.074 -1.653 -1.697
H 0.582 -1.803 -2.351
H -0.225 -0.194 -2.269
C -7.056 2.909 -6.924
C -7.684 4.283 -6.735
O -7.515 4.901 -8.007
C -6.743 4.175 -8.808
O -6.444 4.382 -9.990
O -6.358 3.107 -8.204
H -7.830 2.151 -7.044
H -6.418 2.590 -6.100
H -7.148 4.731 -5.898
H -8.760 4.310 -6.565
C -0.760 -11.663 -4.869
C -0.481 -10.178 -5.013
O -0.219 -9.682 -3.727
C -0.127 -10.721 -2.905
O 0.303 -10.590 -1.756
O -0.355 -11.870 -3.548
H -0.265 -12.281 -5.618
H -1.843 -11.786 -4.895
H -1.264 -9.523 -5.394
H 0.230 -10.068 -5.831
C 7.055 6.977 8.188
C 6.901 8.308 7.587
O 7.206 8.138 6.262
C 7.484 6.884 5.999
O 7.764 6.506 4.898
O 7.385 6.195 7.079
H 6.067 6.804 8.616
H 7.841 6.956 8.942
H 7.604 8.965 8.099
H 5.872 8.662 7.655
C -0.207 8.272 -8.111
C -0.580 7.179 -9.186
O -0.581 6.050 -8.377
C -0.924 6.404 -7.101
O -1.320 5.701 -6.225
O -0.864 7.751 -7.019
H -0.631 9.267 -8.249
H 0.862 8.476 -8.061
H 0.118 7.160 -10.023
H -1.622 7.233 -9.501
C 6.790 0.151 12.683
C 6.512 1.512 13.326
O 5.501 2.046 12.510
C 5.160 1.214 11.501
O 4.143 1.274 10.778
O 6.147 0.232 11.450
H 6.458 -0.725 13.240
H 7.876 0.140 12.591
H 7.399 2.144 13.285
H 6.270 1.357 14.377
C -2.298 11.173 -1.455
C -1.153 10.271 -1.034
O -1.851 9.095 -0.867
C -3.179 9.351 -0.699
O -3.988 8.434 -0.478
O -3.348 10.595 -0.896
H -2.386 11.253 -2.539
H -2.312 12.178 -1.034
H -0.697 10.559 -0.087
H -0.417 10.201 -1.835
C 6.951 1.926 -7.319
C 8.181 2.707 -7.725
O 7.777 4.097 -7.381
C 6.639 4.053 -6.612
O 6.183 5.035 -6.076
O 6.161 2.816 -6.580
H 7.323 1.048 -6.792
H 6.498 1.560 -8.240
H 8.226 2.499 -8.794
H 9.057 2.430 -7.138
C 1.054 -4.969 9.574
C 0.076 -4.644 10.673
O -1.192 -4.637 10.077
C -1.016 -4.592 8.697
O -1.865 -4.427 7.818
O 0.297 -4.737 8.398
H 1.299 -6.029 9.508
H 1.998 -4.425 9.543
H 0.163 -3.661 11.136
H 0.089 -5.437 11.420
C -6.963 -7.477 -2.996
C -8.457 -7.343 -3.294
O -8.495 -6.194 -4.163
C -7.270 -5.658 -4.302
O -6.993 -4.732 -5.104
O -6.368 -6.328 -3.495
H -6.497 -8.258 -3.597
H -6.698 -7.429 -1.939
H -9.055 -7.239 -2.389
H -8.724 -8.263 -3.814
C 4.791 -7.630 4.146
C 5.833 -8.577 3.651
O 7.026 -7.788 3.862
C 6.788 -6.555 4.084
O 7.615 -5.654 4.227
O 5.487 -6.349 4.163
H 4.422 -7.840 5.150
H 3.981 -7.593 3.417
H 5.707 -8.718 2.577
H 5.822 -9.497 4.235
C -13.766 0.580 -2.174
C -13.512 1.877 -1.345
O -12.183 1.686 -0.963
C -11.548 0.813 -1.767
O -10.370 0.473 -1.664
O -12.427 0.201 -2.594
H -14.455 0.668 -3.014
H -14.141 -0.155 -1.462
H -14.155 1.970 -0.470
H -13.514 2.800 -1.925
O 5.478 9.851 -1.716
H 5.462 9.098 -2.306
H 5.925 10.536 -2.212
O -7.137 -0.559 6.037
H -6.772 -0.146 6.820
H -6.386 -0.972 5.611
C 0.264 -3.400 -11.345
C 0.522 -3.209 -9.862
O 0.770 -4.452 -9.276
H -0.529 -4.143 -11.429
H 1.186 -3.735 -11.822
H 0.079 -2.492 -11.919
H -0.417 -2.766 -9.528
H 1.310 -2.473 -9.703
H 1.706 -4.462 -9.062
C -5.830 2.030 11.064
C -4.327 1.883 10.645
O -4.144 1.647 9.235
H -5.987 2.147 12.136
H -6.450 1.175 10.794
H -6.145 2.973 10.616
H -3.857 0.998 11.073
H -3.828 2.810 10.929
H -3.227 1.863 9.050
C 6.477 -6.488 -3.205
C 7.834 -5.882 -3.421
O 7.766 -4.552 -3.806
H 6.184 -6.833 -4.197
H 5.756 -5.889 -2.649
H 6.735 -7.423 -2.707
H 8.471 -6.494 -4.059
H 8.418 -5.945 -2.503
H 8.682 -4.292 -3.929

Forces on atoms 1 to 2 (eV/Å):
C 0.4 -1.7 0.3
C -1.5 1.3 -1.3